{"formula": "C22H49AlIMgOP2", "method": "wB97M-V/def2-TZVPD", "lumo_energy_ev": -7.179, "total_charge": 1, "total_energy_ha": -2365.0931, "symbols": ["C", "C", "C", "C", "C", "C", "C", "C", "C", "C", "C", "C", "C", "Al", "C", "C", "C", "C", "C", "P", "O", "I", "P", "C", "C", "C", "C", "H", "H", "H", "H", "H", "H", "H", "H", "H", "H", "H", "H", "H", "H", "H", "H", "H", "H", "H", "H", "H", "H", "H", "H", "H", "H", "H", "H", "H", "H", "H", "H", "H", "H", "H", "H", "H", "H", "H", "H", "H", "H", "H", "H", "H", "H", "H", "H", "H", "Mg"], "coordinates": [[6.248771, 3.096734, 1.361140], [5.983975, 2.350967, -0.090219], [5.999662, 0.688400, 0.066247], [5.646205, 0.045809, -1.409890], [4.650787, -1.281624, -1.318299], [3.233710, -0.825024, -0.630774], [1.941041, -1.751705, -1.029581], [2.099446, -3.342167, -0.585203], [2.554355, -3.480422, 1.013461], [1.268262, -3.273072, 2.009555], [1.121410, -1.709747, 2.585653], [-0.437558, -1.281471, 2.878808], [-0.852831, 0.213447, 2.331990], [-2.267776, 0.228682, 0.847370], [-1.394766, 0.715769, -0.989462], [-2.601618, 0.598398, -2.093145], [-2.209587, -0.593100, -3.162471], [-3.157666, -1.945035, -3.024614], [-2.526139, 0.014143, -4.683182], [-3.269153, -1.891486, 0.585466], [-1.956908, -2.964260, 0.112019], [-4.161728, -2.700420, 2.729692], [-4.007094, 1.732937, 1.151392], [-3.502266, 3.543666, 0.821462], [-3.547659, 3.749820, -0.834084], [-4.920979, 1.500350, 2.811081], [-6.550040, 1.401210, 2.445098], [7.340922, 2.918465, 1.758115], [5.481171, 2.637715, 2.122822], [6.063744, 4.255639, 1.340843], [6.793089, 2.748018, -0.841971], [4.912899, 2.607951, -0.548884], [7.125731, 0.403827, 0.312605], [5.261697, 0.329119, 0.903177], [5.186350, 0.912831, -2.070333], [6.670791, -0.256238, -1.915705], [5.116451, -2.123658, -0.644214], [4.421093, -1.640632, -2.424991], [3.379834, -0.756146, 0.549881], [3.001166, 0.269465, -0.985999], [1.024780, -1.341968, -0.383645], [1.672789, -1.726277, -2.192550], [1.074357, -3.926867, -0.662695], [2.853854, -3.906578, -1.311274], [3.494986, -2.838910, 1.284454], [2.895010, -4.618983, 1.127502], [1.430295, -4.025556, 2.921967], [0.280885, -3.591477, 1.468077], [1.686527, -1.732792, 3.637126], [1.697242, -0.926522, 1.929863], [-0.555898, -1.243130, 4.063835], [-1.127421, -2.150852, 2.507920], [-1.180248, 0.864777, 3.248341], [0.145285, 0.678338, 1.871072], [-1.097820, 1.860768, -0.895892], [-0.462144, 0.041258, -1.213114], [-3.636673, 0.323289, -1.580255], [-2.815127, 1.613892, -2.682836], [-1.095424, -0.947814, -3.060817], [-3.724226, -2.173612, -4.046561], [-3.992889, -1.823928, -2.211538], [-2.540968, -2.923278, -2.771111], [-3.687108, 0.271391, -4.773998], [-1.945318, 1.044819, -4.833955], [-2.205266, -0.738822, -5.521528], [-2.246418, -3.919429, 0.201439], [-4.364428, 4.257469, 1.236461], [-2.447413, 3.854686, 1.220521], [-2.454203, 3.624852, -1.248858], [-4.010655, 4.782430, -1.153522], [-4.189600, 2.894975, -1.345853], [-4.825029, 2.470299, 3.498527], [-4.555043, 0.602646, 3.466660], [-6.579596, 1.031628, 1.318411], [-7.009181, 2.491564, 2.463666], [-7.123354, 0.636902, 3.123822], [-2.523354, 6.063659, -0.154523]], "forces_ev_per_a": [[-0.56, -0.31, -0.02], [-0.37, -0.12, 0.54], [1.08, 0.97, -1.02], [0.44, -0.34, 0.32], [-0.51, 1.10, -0.08], [0.02, 0.29, -0.23], [-0.42, -0.70, 0.81], [0.32, 0.18, 0.42], [-0.32, -1.56, -0.79], [0.60, 0.23, 0.38], [0.45, -0.81, 0.99], [0.29, -0.12, 1.19], [1.36, -0.33, 1.76], [2.80, 0.44, -0.84], [-1.04, 1.04, -0.22], [0.54, -0.62, -0.45], [-1.39, -0.20, -1.27], [-0.25, -0.54, -0.32], [0.30, 0.56, 0.43], [0.85, -2.51, -1.00], [-2.17, 0.37, 1.24], [0.42, 0.28, -0.41], [-0.01, 0.94, 1.34], [-1.67, 1.43, -1.12], [0.37, -1.06, -0.03], [-1.28, 1.37, 1.48], [0.63, -0.01, -1.04], [-2.19, 0.22, -0.87], [1.58, 0.91, -1.29], [0.36, -2.26, -0.18], [-1.55, -1.10, 1.28], [2.28, -0.26, 1.15], [-2.53, 0.36, -0.15], [1.52, 0.81, -1.59], [0.64, -1.99, 1.24], [-2.16, 0.55, 0.93], [-0.71, 1.55, -1.62], [0.61, 0.47, 2.40], [-0.49, -0.29, -2.59], [0.39, -1.98, 0.62], [1.78, -0.78, -1.59], [0.67, 0.23, 2.56], [1.97, 1.38, -0.02], [-1.43, 1.31, 1.67], [-1.97, -1.04, -0.46], [-0.68, 2.45, -0.16], [-0.53, 1.82, -1.86], [1.88, 0.64, 0.87], [-1.16, 0.29, -2.32], [-1.27, -1.59, 1.01], [0.09, -0.22, -2.56], [1.27, 1.75, 0.59], [0.74, -1.11, -1.72], [-2.32, -0.66, 0.66], [-0.17, -2.33, -0.17], [-1.83, 1.49, 0.27], [1.88, 0.46, -0.99], [0.67, -2.19, 1.23], [-2.14, 1.06, -0.20], [1.26, 0.59, 2.17], [1.59, -0.18, -1.45], [-1.19, 2.15, -0.43], [2.50, -0.74, 0.21], [-1.14, -2.29, 0.25], [-0.71, 1.47, 1.62], [0.33, 1.49, -0.18], [2.05, -1.62, -0.45], [-1.61, -0.51, -0.36], [-2.08, 0.35, 0.58], [0.60, -1.93, 0.48], [1.11, 1.75, 1.08], [0.13, -2.08, -1.52], [-0.53, 1.55, -1.65], [-0.39, 0.60, 2.36], [0.84, -2.45, 0.11], [1.16, 1.69, -1.28], [0.38, 0.22, 0.25]], "lowdin_charge": [-0.158, -0.269, -0.218, -0.225, -0.201, -0.238, -0.208, -0.199, -0.212, -0.195, -0.189, -0.278, -0.240, -0.026, -0.241, -0.283, -0.355, -0.125, -0.131, 0.407, -0.465, 0.445, 0.973, -0.524, -0.327, -0.441, -0.175, 0.081, 0.071, 0.071, 0.110, 0.105, 0.119, 0.100, 0.107, 0.113, 0.117, 0.121, 0.087, 0.113, 0.088, 0.121, 0.102, 0.115, 0.103, 0.116, 0.121, 0.085, 0.121, 0.084, 0.120, 0.025, 0.063, 0.091, 0.056, 0.053, 0.067, 0.097, 0.126, 0.088, 0.037, 0.080, 0.097, 0.084, 0.085, 0.072, 0.094, 0.038, 0.059, -0.001, 0.091, 0.100, 0.062, 0.060, 0.089, 0.090, 0.803]}